# 1
C22H44Br22 | wB97M-V/def2-TZVPD

```
88
Properties=species:S:1:pos:R:3:forces:R:3
Br 5.148 3.599 -2.238 0.0 -0.2 0.0
C 5.778 2.130 -1.121 -0.1 0.3 0.4
C 4.639 1.430 -0.427 0.1 -0.6 0.1
Br 3.817 2.579 0.910 -0.1 -0.1 -0.2
H 6.422 2.580 -0.371 0.1 0.0 -0.1
H 6.363 1.472 -1.754 -0.1 -0.1 -0.1
H 4.986 0.554 0.124 0.3 0.2 0.1
H 3.891 1.028 -1.103 -0.3 0.5 -0.1
Br -1.307 4.630 3.787 -0.1 -0.3 -0.3
C -1.714 3.364 2.334 0.2 0.6 -0.1
C -0.602 3.351 1.284 -1.1 0.1 0.8
Br -0.674 4.963 0.204 0.3 -0.1 0.1
H -2.648 3.700 1.894 -0.1 0.0 0.1
H -1.863 2.405 2.823 0.2 -0.1 -0.1
H -0.814 2.520 0.622 0.3 0.0 -0.2
H 0.357 3.278 1.785 0.2 -0.1 -0.4
Br 1.065 -1.856 -3.218 -0.2 0.3 -0.4
C 1.642 -0.599 -4.627 1.0 -0.3 0.4
C 2.924 0.075 -4.151 -0.7 0.2 -0.4
Br 3.654 1.035 -5.704 0.1 -0.3 0.3
H 0.867 0.109 -4.893 -0.2 -0.1 0.2
H 1.900 -1.234 -5.466 -0.3 0.0 -0.1
H 3.610 -0.663 -3.750 0.3 0.1 -0.2
H 2.736 0.853 -3.423 0.0 0.0 0.2
Br -3.881 -0.822 4.406 0.2 0.3 0.3
C -2.445 -1.688 5.420 -0.4 -0.5 0.2
C -2.973 -2.094 6.786 -0.7 0.5 -0.5
Br -1.957 -3.549 7.549 0.1 0.2 0.0
H -1.600 -1.015 5.463 0.1 0.0 -0.1
H -2.227 -2.584 4.849 0.2 0.1 -0.1
H -3.998 -2.429 6.650 0.1 -0.3 0.2
H -3.012 -1.249 7.466 0.3 -0.1 0.2
Br 2.231 -6.488 -1.488 0.0 0.1 0.0
C 3.401 -4.936 -1.661 -0.1 -0.1 0.3
C 3.149 -4.009 -0.488 -0.4 -0.7 -0.5
Br 4.199 -2.416 -0.760 0.1 0.3 0.2
H 3.163 -4.459 -2.603 0.0 0.0 -0.1
H 4.407 -5.337 -1.654 0.1 0.1 -0.1
H 3.440 -4.486 0.440 0.1 0.2 0.2
H 2.087 -3.770 -0.468 0.1 0.3 0.1
Br 0.932 1.000 -0.996 0.0 -0.1 0.3
C 0.889 -0.243 0.517 -0.2 0.1 0.3
C -0.524 -0.315 1.039 -0.6 0.9 -0.2
Br -0.694 -1.682 2.383 0.2 0.0 0.1
H 1.480 0.189 1.322 0.4 0.0 -0.3
H 1.305 -1.193 0.205 0.0 -0.1 -0.2
H -1.321 -0.445 0.312 0.3 -0.6 -0.3
H -0.775 0.652 1.478 0.1 -0.3 0.4
Br -1.530 -2.923 -0.974 -0.1 -0.5 -0.2
C -2.831 -4.269 -1.588 0.0 0.7 -0.2
C -2.137 -5.386 -2.307 0.1 -0.4 0.2
Br -3.424 -6.380 -3.404 0.1 0.1 0.2
H -3.510 -3.737 -2.250 0.1 0.1 0.0
H -3.355 -4.574 -0.690 0.0 -0.2 0.0
H -1.723 -6.089 -1.594 0.1 -0.2 -0.1
H -1.350 -5.064 -2.974 0.0 0.2 -0.1
Br 1.763 0.920 4.150 0.1 0.1 -0.1
C 2.590 2.638 4.612 -0.7 -0.3 0.2
C 2.507 2.889 6.093 0.5 0.0 0.2
Br 3.510 1.588 7.147 0.0 0.0 -0.1
H 1.951 3.354 4.102 0.2 0.2 -0.1
H 3.601 2.641 4.230 0.1 -0.1 -0.1
H 1.499 2.863 6.483 -0.2 0.0 -0.1
H 2.981 3.841 6.322 -0.1 0.1 0.0
Br -3.024 -1.080 -3.848 0.1 0.1 0.3
C -2.663 0.432 -2.658 -0.2 0.4 0.1
C -3.008 1.667 -3.444 -0.1 0.4 -0.4
Br -2.734 3.303 -2.392 -0.1 -0.5 0.1
H -1.630 0.430 -2.326 0.2 -0.3 -0.3
H -3.288 0.350 -1.771 -0.1 -0.2 -0.3
H -4.042 1.663 -3.780 -0.1 0.0 0.3
H -2.403 1.809 -4.334 0.2 -0.1 0.1
Br -4.015 -3.289 1.582 -0.5 0.1 -0.2
C -5.383 -2.551 0.383 0.1 -0.1 0.4
C -5.807 -1.166 0.776 0.4 0.9 0.3
Br -4.390 0.193 0.535 -0.2 -0.3 0.0
H -6.238 -3.216 0.474 0.0 -0.1 -0.1
H -4.987 -2.582 -0.627 0.1 0.0 0.0
H -6.039 -1.029 1.826 -0.1 -0.4 0.1
H -6.642 -0.789 0.191 0.0 -0.2 -0.2
Br 0.097 3.278 -4.936 0.3 -0.2 0.0
C 0.974 3.787 -3.275 -0.7 0.3 0.5
C 1.862 4.996 -3.424 -0.3 -0.3 -0.3
Br 0.790 6.572 -3.875 0.3 -0.2 0.0
H 1.479 2.919 -2.859 0.4 0.0 -0.3
H 0.160 4.009 -2.588 -0.1 0.0 0.0
H 2.599 4.814 -4.202 0.1 0.4 0.0
H 2.337 5.227 -2.478 0.1 0.0 0.1
```
Forces are in eV/Å.

Its SMILES is BrCCBr.BrCCBr.BrCCBr.BrCCBr.BrCCBr.BrCCBr.BrCCBr.BrCCBr.BrCCBr.BrCCBr.BrCCBr. The lowest unoccupied orbital energy comes out at 0.131 eV. As for the total energy: -1564464.7747 eV. For the energy above the lowest of the compared OMol25 structures with the same formula, charge and spin, the calculation gives 41.9 kJ/mol. Its gap between HOMO and LUMO is 10.00 eV. As for the HOMO energy: -9.869 eV.



# 2
C4H13NO2 | wB97M-V/def2-TZVPD

```
20
Properties=species:S:1:pos:R:3:forces:R:3
C 1.167 -0.737 1.013 0.1 -0.5 0.4
N -1.233 0.957 1.023 -1.0 0.0 1.2
C -0.784 0.303 -0.164 0.6 0.5 0.6
C 0.269 -0.517 -0.159 -0.7 0.7 -0.3
C -1.411 0.821 -1.416 0.4 0.7 -0.4
H 1.882 -1.530 0.805 0.1 0.0 0.0
H 0.624 -1.045 1.915 -0.1 0.0 -0.2
H 1.751 0.146 1.306 -0.2 0.0 -0.3
H -0.700 1.696 1.450 0.3 0.4 -0.8
H -1.552 0.393 1.808 0.1 -0.4 -0.6
H 0.465 -0.949 -1.128 0.5 -0.3 0.0
H -2.426 0.541 -1.638 -0.5 -0.5 0.2
H -1.455 1.918 -1.365 0.1 -0.2 0.2
H -0.777 0.603 -2.270 -0.1 -0.3 -0.2
H 0.834 -2.294 -3.260 -0.3 0.1 -0.2
H 0.911 -3.624 -2.614 -0.3 -0.3 0.0
O 0.297 -3.087 -3.131 0.6 0.2 0.2
H 0.752 1.626 2.571 0.2 0.0 0.1
H 1.067 2.838 3.463 0.1 -0.1 -0.3
O 1.209 2.476 2.575 -0.1 0.1 0.3
```
Forces are in eV/Å.

Its SMILES is C/C=C(/C)N.O.O. The lowest unoccupied orbital energy comes out at 0.658 eV. As for the total energy: -9942.9527 eV. For the energy above the lowest of the compared OMol25 structures with the same formula, charge and spin, the calculation gives 120.0 kJ/mol. Its gap between HOMO and LUMO is 9.52 eV. As for the HOMO energy: -8.858 eV.



# 3
C6H12INO | wB97M-V/def2-TZVPD

```
21
Properties=species:S:1:pos:R:3:forces:R:3
C -0.309 -1.646 -0.067 0.2 0.5 -2.2
C -1.431 -2.686 0.148 0.6 2.9 3.7
C 1.470 0.431 1.043 -0.6 -1.6 -0.8
C 1.006 0.774 -1.470 -0.9 0.7 -0.9
C -0.186 2.124 0.281 -2.0 -1.2 1.0
C 0.465 0.784 -0.065 -0.2 -1.0 0.4
N -0.531 -0.280 0.085 -2.6 -1.1 0.6
O 0.830 -1.908 -0.496 -1.5 -0.5 1.1
I -3.256 0.429 0.188 2.5 -0.5 -0.1
H -1.633 -3.331 -0.599 -0.3 -1.6 -3.2
H -1.057 -3.373 0.934 -0.4 0.6 0.1
H -2.377 -2.152 0.435 1.1 -0.9 0.0
H 1.733 -0.629 1.129 -0.7 0.1 -0.1
H 2.417 0.828 0.915 1.7 1.7 -0.3
H 0.957 0.783 1.874 -0.1 0.4 2.1
H 0.221 1.194 -2.098 -0.5 -0.3 -0.2
H 1.217 -0.252 -1.878 0.6 1.4 0.6
H 1.679 1.639 -1.522 1.0 -0.9 -0.2
H -1.067 2.207 -0.370 0.5 0.6 -0.2
H -0.660 2.153 1.317 0.9 -0.3 -1.1
H 0.513 2.914 0.215 0.6 0.9 -0.3
```
Forces are in eV/Å.

The lowest unoccupied orbital energy (alpha / beta) comes out at -3.118 / -3.102 eV. As for the total energy: -18051.5774 eV. For the energy above the lowest of the compared OMol25 structures with the same formula, charge and spin, the calculation gives 176.6 kJ/mol. Its gap between HOMO and LUMO (alpha / beta) is 6.42 / 6.39 eV. As for the HOMO energy (alpha / beta): -9.542 / -9.496 eV.



# 4
C12H11N3O4S | wB97M-V/def2-TZVPD

```
31
Properties=species:S:1:pos:R:3:forces:R:3
C -2.667 -3.174 -0.440 0.0 0.0 0.0
C -2.249 -1.814 0.022 0.0 0.1 0.0
C -1.901 -1.563 1.341 -0.1 -0.1 -0.3
N -1.525 -0.378 1.795 0.2 0.7 0.3
C -1.497 0.640 0.949 -0.4 -0.8 -0.6
C -1.829 0.515 -0.401 -0.1 -0.1 0.1
C -2.205 -0.731 -0.857 0.1 -0.1 0.3
H -2.473 -0.871 -1.895 0.0 0.0 -0.1
H -1.804 1.380 -1.042 -0.1 0.0 -0.1
N -1.102 1.864 1.472 0.5 0.9 -0.1
S -0.122 2.888 0.586 0.2 -0.3 0.3
O -0.861 3.463 -0.493 0.0 -0.3 -0.1
O 0.511 3.747 1.534 0.1 -0.2 0.3
C 1.085 1.750 -0.118 -0.3 0.4 0.0
C 1.766 0.887 0.715 0.3 -0.3 0.2
C 2.664 -0.006 0.144 -0.6 0.8 -0.6
C 2.885 -0.030 -1.228 0.1 -0.1 0.2
C 2.198 0.852 -2.043 0.0 0.1 0.2
C 1.291 1.742 -1.486 0.0 0.1 -0.1
H 0.732 2.438 -2.091 0.0 0.0 -0.1
H 2.366 0.845 -3.109 0.0 0.0 -0.1
H 3.593 -0.739 -1.632 0.0 0.0 0.0
N 3.376 -0.938 0.996 0.1 -0.2 0.1
O 4.144 -1.705 0.461 0.3 -0.3 -0.1
O 3.153 -0.890 2.183 0.0 0.0 0.4
H 1.614 0.896 1.783 0.0 -0.1 0.1
H -0.894 1.838 2.460 0.2 0.1 0.1
H -1.913 -2.352 2.082 0.0 -0.2 0.0
H -2.120 -3.459 -1.337 0.0 -0.1 0.0
H -2.488 -3.917 0.333 0.0 -0.1 0.0
H -3.729 -3.178 -0.683 -0.1 -0.1 0.0
```
Forces are in eV/Å.

Its SMILES is Cc1ccc(NS(=O)(=O)c2cccc([N+](=O)[O-])c2)nc1. The lowest unoccupied orbital energy comes out at -0.884 eV. As for the total energy: -36115.1441 eV. For the energy above the lowest of the compared OMol25 structures with the same formula, charge and spin, the calculation gives 147.8 kJ/mol. Its gap between HOMO and LUMO is 8.27 eV. As for the HOMO energy: -9.156 eV.



# 5
C12H25N3O6 | wB97M-V/def2-TZVPD

```
46
Properties=species:S:1:pos:R:3:forces:R:3
O 2.505 1.724 -0.660 0.2 -0.3 0.1
O -0.378 -0.334 0.796 0.3 -0.2 -0.8
O 0.412 3.902 2.369 -0.1 -0.4 -0.5
O 0.440 -0.595 -1.305 -0.1 -0.9 1.3
O -1.918 -5.317 -0.547 -0.1 0.1 0.0
O -1.950 1.719 1.595 0.0 0.3 0.0
C 1.677 2.612 -0.537 1.6 0.3 -0.8
C 0.230 -1.002 -0.028 0.2 0.0 0.7
C -0.366 4.209 1.477 1.2 -0.9 0.8
N -0.991 5.389 1.558 -1.0 1.2 -0.6
N 2.295 -2.238 0.733 -0.8 0.3 0.0
N 0.498 2.352 0.021 -2.1 0.5 0.7
C 1.979 4.003 -1.059 -0.1 -0.2 0.2
C -1.921 5.991 0.602 0.2 -0.4 0.3
C -0.964 -6.380 -0.608 0.0 -0.2 -0.2
C 0.845 -2.343 0.432 0.7 0.0 -1.4
C 0.403 -5.888 -1.100 -0.3 0.1 0.5
C 0.626 -3.397 -0.661 0.0 -0.1 0.5
C 1.009 -4.806 -0.189 0.0 0.1 -0.5
C -1.924 2.507 0.425 0.3 -0.4 0.4
C -0.610 3.288 0.263 0.4 0.0 -0.1
H 0.102 0.308 -1.375 0.0 0.3 0.0
H -2.772 -5.639 -0.212 0.6 0.0 -0.2
H -1.389 0.931 1.463 -0.3 0.3 0.0
H -0.778 5.909 2.396 0.0 -0.2 -0.1
H 2.811 -1.951 -0.101 -0.2 0.1 0.4
H 2.458 -1.570 1.489 0.0 -0.2 -0.4
H 0.434 1.453 0.480 0.0 0.1 0.2
H 1.266 4.268 -1.836 -0.1 0.2 0.0
H 1.931 4.714 -0.237 -0.1 0.2 0.0
H 2.985 4.006 -1.475 -0.2 -0.1 0.1
H -2.136 7.018 0.901 0.1 -0.2 0.0
H -1.488 6.009 -0.399 -0.1 0.1 0.0
H -2.860 5.435 0.588 -0.1 0.1 -0.1
H -0.855 -6.828 0.386 0.1 0.0 0.0
H -1.329 -7.160 -1.285 0.0 0.0 0.0
H 0.310 -2.658 1.334 0.1 0.3 -0.1
H 0.319 -5.517 -2.126 0.0 0.0 0.1
H 1.082 -6.746 -1.118 -0.2 -0.1 -0.1
H 1.211 -3.144 -1.552 -0.1 0.1 0.1
H -0.429 -3.375 -0.948 0.0 -0.1 0.0
H 0.677 -4.966 0.842 0.0 0.0 0.0
H 2.100 -4.892 -0.199 -0.2 0.0 0.1
H -2.072 1.866 -0.445 0.0 0.1 -0.3
H -2.753 3.212 0.471 0.0 0.0 0.1
H -0.720 3.916 -0.619 0.0 0.1 -0.2
```
Forces are in eV/Å.

Its SMILES is CNC(=O)[C@H](CO)NC(C)=O.N[C@H](CCCCO)C(=O)O. The lowest unoccupied orbital energy comes out at 0.542 eV. As for the total energy: -29605.7895 eV. Its gap between HOMO and LUMO is 9.96 eV. As for the HOMO energy: -9.415 eV.



# 6
C5H6O | wB97M-V/def2-TZVPD

```
12
Properties=species:S:1:pos:R:3:forces:R:3
C 0.244 -0.268 -1.856 0.0 0.1 -0.2
C -0.501 0.019 1.813 -0.4 0.0 0.6
C -0.686 -0.432 0.464 1.3 0.5 -1.4
C 0.382 -0.400 -0.375 -1.1 -0.9 0.0
C 0.418 0.961 1.922 0.4 2.1 1.3
O 1.083 1.919 2.093 -0.7 -1.9 -0.5
H -1.281 -0.092 2.559 0.5 -0.1 0.3
H -1.706 -0.504 0.089 0.1 0.1 -0.1
H 1.388 -0.575 0.001 -0.1 0.4 0.3
H 0.281 -1.230 -2.370 0.1 0.0 -0.1
H 1.066 0.353 -2.228 -0.1 -0.2 -0.1
H -0.688 0.247 -2.111 0.1 -0.2 0.0
```
Forces are in eV/Å.

Its SMILES is C/C=C/C=C=O. The lowest unoccupied orbital energy comes out at 0.898 eV. As for the total energy: -7327.6971 eV. For the energy above the lowest of the compared OMol25 structures with the same formula, charge and spin, the calculation gives 153.2 kJ/mol. Its gap between HOMO and LUMO is 9.02 eV. As for the HOMO energy: -8.122 eV.